## i
The following is a DFT calculation (ωB97M-V/def2-TZVPD) of C9H11NO in the gas phase.

Calculated values
Multiplicity: 1
LUMO energy (eV): 0.6
Molecular weight (g mol⁻¹): 149.193
Frontier orbital gap (Ha): 0.32816
HOMO level (eV): -8.34

Geometry as XYZ:
```
22
C9H11NO | the OMol25 dataset | ωB97M-V/def2-TZVPD
O -0.016 -3.033 -0.696
C -0.354 -1.884 0.236
C -1.564 -2.182 0.881
C -2.097 -1.131 1.592
C -1.406 0.165 1.596
C -0.280 0.476 0.728
C 0.106 -0.577 -0.129
C 1.228 -0.319 -1.167
N 1.162 1.083 -1.595
C 1.212 2.175 -0.671
C 0.087 1.790 0.310
H 1.120 -2.897 -0.968
H -2.087 -3.210 1.004
H -3.041 -1.418 2.148
H -1.699 1.037 2.069
H 2.091 -0.762 -0.739
H 1.161 -0.892 -2.148
H 2.000 1.156 -2.268
H 2.220 2.553 0.066
H 0.956 3.336 -1.077
H -0.970 1.952 -0.208
H 0.172 2.581 1.036
```

## ii
The following is a DFT calculation (ωB97M-V/def2-TZVPD) of a molecular structure, C9H11NO.

Calculated values
Multiplicity: 1
LUMO energy (eV): 0.1
Molecular weight (g mol⁻¹): 149.193
Frontier orbital gap (Ha): 0.27608
HOMO level (eV): -7.37

Geometry as XYZ:
```
22
C9H11NO | the OMol25 dataset | ωB97M-V/def2-TZVPD
C -0.288 -0.338 1.728
C 0.885 0.159 1.267
C 1.288 0.457 -2.539
C -0.012 0.033 -2.851
C 1.651 0.529 -1.194
C -0.867 -0.416 -1.907
C 0.777 0.153 -0.161
C -0.483 -0.301 -0.553
N -1.120 -0.586 0.620
C 1.965 0.696 2.157
H -0.623 -0.439 2.760
H 2.060 0.695 -3.283
H -0.273 -0.115 -3.907
H 2.626 0.949 -0.915
H -1.909 -0.693 -2.115
H -2.132 -0.716 0.548
H 2.883 0.120 1.951
H 1.751 0.643 3.237
H 2.143 1.750 1.885
O -3.283 -1.061 0.780
H -3.440 -1.393 1.693
H -3.599 -0.129 0.798
```

ii has the most favorable energy; the next structure is 74.8 kcal/mol above.

## i
The following is a DFT calculation (ωB97M-V/def2-TZVPD) of C6H10N2O5 in the gas phase.

Calculated values
Multiplicity: 1
LUMO energy (eV): 0.3
Molecular weight (g mol⁻¹): 190.155
Frontier orbital gap (Ha): 0.35230
HOMO level (eV): -9.29

Geometry as XYZ:
```
23
C6H10N2O5 | the OMol25 dataset | ωB97M-V/def2-TZVPD
N -3.526 -0.857 0.729
C -2.256 -0.171 0.337
C -1.465 -1.028 -0.671
O -1.830 -2.061 -1.238
N -0.301 -0.383 -1.082
C 0.486 0.472 -0.180
C 1.972 0.377 -0.319
C 2.530 -0.846 0.289
O 2.001 -1.438 1.187
O 3.711 -1.354 -0.250
C 0.003 1.872 -0.063
O -1.063 2.383 0.233
O 0.943 2.772 -0.476
H -3.493 -1.157 1.772
H -3.610 -1.658 0.201
H -2.545 0.719 -0.183
H -1.724 0.075 1.257
H 0.307 -1.011 -1.526
H 0.255 0.069 0.912
H 2.551 0.498 -1.281
H 2.310 1.212 0.285
H 4.032 -2.121 0.212
H 0.710 3.636 -0.147
```

## ii
The following is a DFT calculation (ωB97M-V/def2-TZVPD) of C6H10N2O5 in the gas phase.

Calculated values
Multiplicity: 1
LUMO energy (eV): 0.5
Molecular weight (g mol⁻¹): 190.155
Frontier orbital gap (Ha): 0.37495
HOMO level (eV): -9.68

Geometry as XYZ:
```
23
C6H10N2O5 | the OMol25 dataset | ωB97M-V/def2-TZVPD
N 1.805 0.345 1.399
C 0.734 0.923 0.646
C 1.290 1.675 -0.565
C 0.138 2.554 -1.128
O -0.241 2.490 -2.272
O -0.301 3.319 -0.098
C -0.580 0.025 0.334
O -1.630 0.589 0.142
N -0.158 -1.247 0.523
C -0.890 -2.525 0.690
C -1.044 -3.115 -0.613
O -0.723 -4.165 -1.053
O -1.532 -2.196 -1.514
H 1.628 0.672 2.302
H 2.539 1.020 1.101
H 0.277 1.830 1.207
H 2.333 2.176 -0.470
H 1.417 0.890 -1.428
H -1.059 3.950 -0.530
H 0.894 -1.212 0.769
H -2.040 -2.311 0.832
H -0.410 -3.288 1.314
H -2.446 -2.398 -1.588
```

i has the most favorable energy; the next structure is 31.5 kcal/mol above.

## i
The following is a DFT calculation (ωB97M-V/def2-TZVPD) of C10H10N2 in the gas phase.

Calculated values
Multiplicity: 1
LUMO energy (eV): 0.6
Molecular weight (g mol⁻¹): 158.204
Frontier orbital gap (Ha): 0.27559
HOMO level (eV): -6.92

Geometry as XYZ:
```
22
C10H10N2 | the OMol25 dataset | ωB97M-V/def2-TZVPD
N -2.305 -1.979 0.236
C -1.540 -0.799 0.094
C -2.200 0.383 -0.345
C -1.614 1.586 -0.284
C -0.232 1.670 -0.050
N 0.536 2.805 0.283
C 0.468 0.517 -0.064
C 1.873 0.662 -0.208
C 2.636 -0.520 -0.198
C 2.057 -1.837 -0.012
C 0.732 -1.892 0.033
C -0.158 -0.842 0.068
H -2.029 -2.929 -0.282
H -3.270 -1.673 -0.086
H -3.317 0.441 -0.380
H -2.161 2.427 0.022
H 1.474 2.684 0.897
H 0.054 3.676 0.439
H 2.179 1.759 -0.314
H 3.793 -0.588 -0.331
H 2.722 -2.625 0.137
H 0.301 -2.929 0.345
```

## ii
The following is a DFT calculation (ωB97M-V/def2-TZVPD) of 2 unconnected molecules or ions with the total composition C10H10N2.

Calculated values
Multiplicity: 1
LUMO energy (eV): 0.8
Molecular weight (g mol⁻¹): 158.204
Frontier orbital gap (Ha): 0.35842
HOMO level (eV): -8.98

Geometry as XYZ:
```
22
C10H10N2 | the OMol25 dataset | ωB97M-V/def2-TZVPD
C 3.003 -0.110 -3.813
C 2.531 0.490 -2.663
C 1.312 0.209 -2.169
N 0.472 -0.772 -2.638
C 1.046 -1.363 -3.625
C 2.231 -1.149 -4.283
H 3.881 0.210 -4.297
H 3.133 1.215 -2.221
H 0.992 0.821 -1.283
H 0.690 -2.504 -3.795
H 2.499 -1.898 -5.022
C -2.967 -0.072 2.667
C -3.109 0.731 3.764
C -1.986 1.394 4.313
N -0.711 1.339 3.953
C -0.491 0.396 3.071
C -1.622 -0.260 2.254
H -3.727 -0.652 2.282
H -4.093 0.955 4.073
H -2.161 1.759 5.314
H 0.573 0.067 2.824
H -1.497 -0.806 1.293
```

## iii
The following is a DFT calculation (ωB97M-V/def2-TZVPD) of a molecular structure, C10H10N2.

Calculated values
Multiplicity: 1
LUMO energy (eV): 0.7
Molecular weight (g mol⁻¹): 158.204
Frontier orbital gap (Ha): 0.33912
HOMO level (eV): -8.48

Geometry as XYZ:
```
22
C10H10N2 | the OMol25 dataset | ωB97M-V/def2-TZVPD
C 0.698 -2.262 -1.267
C -1.060 -2.867 0.387
C -1.678 -2.157 1.361
C -0.429 -0.716 0.398
C 0.130 0.615 0.004
C 1.018 0.885 -1.003
C 1.469 2.120 -1.273
C 1.065 3.212 -0.414
C 0.219 2.962 0.587
C -0.286 1.673 0.838
H 0.684 -3.448 -1.326
H 1.943 -1.901 -1.010
H 0.717 -1.797 -2.311
H -0.943 -3.981 0.049
H -2.447 -2.360 2.068
H 1.203 0.013 -1.601
H 2.175 2.296 -2.120
H 1.780 4.293 -0.823
H -0.303 3.838 1.096
H -1.035 1.392 1.772
N -0.220 -1.891 -0.293
N -1.302 -0.843 1.221
```

i has the most favorable energy; the next structure is 11.4 kcal/mol above.

## i
The following is a DFT calculation (ωB97M-V/def2-TZVPD) of a molecular structure, C14H18AgN6O4S2Se.

Calculated values
Multiplicity: 1
LUMO energy (eV): 1.9
Molecular weight (g mol⁻¹): 585.298
Frontier orbital gap (Ha): 0.23490
Charge: -1
HOMO level (eV): -4.52

Geometry as XYZ:
```
46
C14H18AgN6O4S2Se | the OMol25 dataset | ωB97M-V/def2-TZVPD
Ag 1.288 -2.346 0.748
N 3.005 -0.632 0.044
C 2.346 -0.099 -1.137
C 3.112 0.993 -1.902
C 2.559 2.400 -1.694
C 1.207 2.646 -2.371
N 0.044 2.214 -1.597
C -0.878 1.322 -1.954
N -2.053 1.315 -1.286
N -0.703 0.497 -2.978
C 1.866 -1.238 -2.073
O 1.497 -0.868 -3.226
O 1.816 -2.391 -1.616
H 3.202 0.075 0.740
H 3.856 -1.135 -0.177
H 1.407 0.327 -0.770
H 3.077 0.768 -2.969
H 4.161 0.963 -1.596
H 3.258 3.129 -2.116
H 2.472 2.639 -0.628
H 1.174 2.159 -3.344
H 1.081 3.720 -2.540
H -0.008 2.512 -0.626
H -2.081 1.898 -0.459
H -2.463 0.391 -1.161
H 0.256 0.051 -3.114
H -1.461 -0.154 -3.123
O -2.416 -1.574 -0.815
S -1.739 -1.800 0.448
O -1.229 -3.117 0.692
N -0.589 -0.660 0.647
C -0.951 0.263 1.522
S -0.176 1.729 1.777
C -2.219 -0.086 2.254
C -2.837 0.594 3.290
C -4.010 0.067 3.813
C -4.562 -1.108 3.305
C -3.949 -1.786 2.259
C -2.780 -1.248 1.762
H -2.394 1.505 3.670
H -4.505 0.574 4.632
H -5.476 -1.498 3.734
H -4.364 -2.699 1.855
Se 2.265 -2.882 3.102
C 3.921 -3.514 2.621
N 4.974 -3.915 2.355
```

## ii
The following is a DFT calculation (ωB97M-V/def2-TZVPD) of a molecular structure, C14H18AgN6O4S2Se.

Calculated values
Multiplicity: 1
LUMO energy (eV): 2.1
Molecular weight (g mol⁻¹): 585.298
Frontier orbital gap (Ha): 0.23767
Charge: -1
HOMO level (eV): -4.33

Geometry as XYZ:
```
46
C14H18AgN6O4S2Se | the OMol25 dataset | ωB97M-V/def2-TZVPD
Ag 0.690 -0.727 2.249
N 0.301 1.762 2.329
C 0.565 2.081 0.922
C 0.329 3.575 0.584
C -0.508 3.915 -0.676
C 0.070 3.455 -2.035
N -0.389 2.172 -2.541
C 0.351 1.191 -3.059
N -0.310 0.223 -3.741
N 1.670 1.230 -3.094
C 2.010 1.571 0.564
O 2.595 2.169 -0.384
O 2.448 0.607 1.218
H -0.647 2.014 2.583
H 0.944 2.264 2.933
H -0.103 1.454 0.323
H 1.299 4.058 0.451
H -0.168 4.020 1.449
H -0.583 5.004 -0.727
H -1.521 3.514 -0.559
H 1.152 3.414 -1.936
H -0.200 4.198 -2.795
H -1.383 2.002 -2.513
H -1.218 -0.017 -3.355
H 0.263 -0.593 -3.929
H 2.154 1.753 -2.331
H 2.109 0.333 -3.289
O -1.708 -0.596 1.681
S -1.373 -1.265 0.451
O -2.165 -0.831 -0.693
N 0.203 -1.166 0.053
C 0.686 -2.388 -0.223
S 2.025 -2.681 -1.182
C -0.198 -3.500 0.194
C 0.063 -4.862 0.182
C -0.949 -5.730 0.563
C -2.204 -5.256 0.928
C -2.469 -3.892 0.936
C -1.448 -3.040 0.582
H 1.037 -5.222 -0.118
H -0.765 -6.796 0.585
H -2.980 -5.957 1.207
H -3.445 -3.504 1.195
Se 1.332 -1.524 4.615
C 1.242 0.229 5.033
N 1.199 1.337 5.371
```

i has the most favorable energy; the next structure is 31.2 kcal/mol above.

## i
The following is a DFT calculation (ωB97M-V/def2-TZVPD) of 2 unconnected molecules or ions with the total composition C5H13N.

Calculated values
Multiplicity: 2
LUMO energy (spin up / spin down) (eV): -3.6 / -8.7
Molecular weight (g mol⁻¹): 87.166
Frontier orbital gap (spin up / spin down) (Ha): 0.34820 / 0.15626
Charge: +1
HOMO level (spin up / spin down) (eV): -13.03 / -12.97

Geometry as XYZ:
```
19
C5H13N | the OMol25 dataset | ωB97M-V/def2-TZVPD
C 1.207 2.179 0.583
C 1.960 1.005 1.164
C 1.368 -0.035 1.742
H 0.715 2.798 1.332
H 1.915 2.760 -0.010
H 0.428 1.841 -0.100
H 3.029 0.988 1.006
H 1.899 -0.893 2.127
H 0.291 0.026 1.858
C -0.885 -0.640 -2.182
C -1.001 -0.862 -0.700
N -2.171 -1.580 -0.294
H -1.715 -0.064 -2.577
H 0.013 -0.047 -2.349
H -0.701 -1.552 -2.752
H -0.156 -1.424 -0.249
H -0.990 0.093 -0.140
H -2.502 -1.358 0.648
H -2.943 -1.658 -0.963
```

## ii
The following is a DFT calculation (ωB97M-V/def2-TZVPD) of 2 unconnected molecules or ions with the total composition C5H13N.

Calculated values
Multiplicity: 2
LUMO energy (spin up / spin down) (eV): -3.7 / -8.7
Molecular weight (g mol⁻¹): 87.166
Frontier orbital gap (spin up / spin down) (Ha): 0.33391 / 0.14844
Charge: +1
HOMO level (spin up / spin down) (eV): -12.75 / -12.73

Geometry as XYZ:
```
19
C5H13N | the OMol25 dataset | ωB97M-V/def2-TZVPD
C 2.076 -1.527 -2.580
C 0.575 -0.964 -2.313
C -0.310 -1.723 -1.610
H 2.815 -0.759 -2.343
H 2.386 -2.481 -2.189
H 1.981 -1.777 -3.631
H 0.372 0.061 -2.644
H -1.428 -1.690 -1.439
H 0.118 -2.517 -0.943
C -0.171 2.249 2.654
C -0.502 0.840 2.105
N -1.710 0.829 1.331
H -0.952 2.454 3.394
H 0.951 2.325 3.171
H -0.221 3.012 1.884
H 0.273 0.431 1.447
H -0.619 0.157 3.010
H -2.111 1.696 0.903
H -1.604 0.037 0.519
```

i has the most favorable energy; the next structure is 32.7 kcal/mol above.